# 1
{
  "formula": "C15H11N2O2",
  "method": "wB97M-V/def2-TZVPD",
  "mol_weight_g_mol": 251.27,
  "orbital_gap_ev": 7.719,
  "spin_multiplicity": 1,
  "total_charge": -1,
  "species": ["O", "C", "N", "C", "O", "C", "C", "C", "C", "C", "C", "C", "C", "C", "C", "C", "C", "C", "N", "H", "H", "H", "H", "H", "H", "H", "H", "H", "H", "H"],
  "coordinates": [[-3.83, 1.07, -0.67], [-2.93, 0.93, 0.09], [-3.06, 0.37, 1.35], [-1.66, 0.06, 1.56], [-1.33, -0.39, 2.70], [-0.84, 0.31, 0.22], [-0.42, -1.09, -0.28], [0.53, -1.87, 0.49], [0.79, -3.17, 0.06], [0.21, -3.69, -1.12], [-0.74, -2.92, -1.83], [-1.05, -1.59, -1.42], [0.36, 1.25, 0.44], [0.54, 2.14, 1.46], [1.55, 2.95, 1.51], [2.60, 2.94, 0.52], [2.51, 1.98, -0.58], [1.37, 1.17, -0.54], [-1.76, 0.94, -0.64], [0.89, -1.52, 1.45], [1.56, -3.79, 0.60], [0.46, -4.67, -1.45], [-1.24, -3.26, -2.68], [-1.94, -1.01, -1.79], [-0.28, 2.19, 2.14], [1.74, 3.74, 2.19], [3.36, 3.64, 0.72], [3.15, 1.99, -1.45], [1.27, 0.51, -1.45], [-1.82, 0.80, -1.61]],
  "lowdin_charge": [-0.002, -0.677, 0.165, -0.390, -0.045, -0.323, -0.137, -0.008, -0.102, -0.104, -0.073, -0.016, -0.115, -0.080, -0.108, -0.050, -0.070, -0.052, 0.102, 0.112, 0.112, 0.073, 0.068, 0.128, 0.124, 0.086, 0.062, 0.084, 0.129, 0.106]
}

# 2
{
  "formula": "C23H26CdN5S",
  "method": "wB97M-V/def2-TZVPD",
  "mol_weight_g_mol": 516.98,
  "orbital_gap_ev": 6.900,
  "spin_multiplicity": 1,
  "total_charge": -1,
  "species": ["Cd", "C", "C", "C", "N", "C", "C", "C", "C", "C", "C", "C", "N", "C", "C", "C", "N", "C", "C", "C", "C", "C", "C", "C", "N", "C", "C", "H", "H", "H", "H", "H", "H", "H", "H", "H", "H", "H", "H", "H", "H", "H", "H", "H", "H", "H", "H", "H", "H", "H", "H", "H", "H", "S", "C", "N"],
  "coordinates": [[0.04, -0.46, -0.25], [2.63, -0.04, 2.61], [3.63, -0.75, 1.69], [3.06, -1.18, 0.33], [2.18, -0.18, -0.23], [2.62, 0.98, -0.64], [3.98, 1.28, -0.88], [4.66, 2.47, -0.96], [4.19, 3.74, -0.65], [2.86, 4.08, -0.41], [1.73, 3.33, -0.63], [1.56, 1.97, -0.98], [0.46, 1.46, -1.48], [-0.56, 2.33, -2.01], [-1.77, 2.51, -1.08], [-2.53, 1.20, -0.85], [-1.88, 0.38, 0.15], [-2.23, 0.45, 1.41], [-3.15, 1.40, 1.91], [-3.91, 1.40, 3.07], [-4.06, 0.39, 4.00], [-3.36, -0.81, 4.04], [-2.24, -1.18, 3.33], [-1.52, -0.51, 2.30], [-0.28, -0.75, 1.97], [0.59, -1.65, 2.69], [1.71, -0.92, 3.46], [2.01, 0.63, 2.01], [3.21, 0.58, 3.31], [4.04, -1.63, 2.20], [4.46, -0.06, 1.51], [2.47, -2.09, 0.43], [3.90, -1.40, -0.35], [4.60, 0.40, -1.03], [5.72, 2.40, -1.18], [4.92, 4.54, -0.58], [2.69, 5.10, -0.08], [0.80, 3.86, -0.46], [-0.92, 1.87, -2.94], [-0.16, 3.32, -2.27], [-2.44, 3.24, -1.54], [-1.44, 2.90, -0.11], [-2.53, 0.63, -1.79], [-3.57, 1.40, -0.58], [-3.28, 2.27, 1.28], [-4.53, 2.28, 3.22], [-4.82, 0.54, 4.76], [-3.70, -1.53, 4.78], [-1.84, -2.15, 3.59], [1.04, -2.33, 1.96], [0.06, -2.27, 3.43], [2.30, -1.66, 3.99], [1.23, -0.28, 4.21], [0.22, -5.15, -0.32], [-0.02, -3.61, -0.63], [-0.20, -2.48, -0.90]],
  "lowdin_charge": [1.317, -0.214, -0.178, -0.241, -0.090, -0.264, -0.051, -0.119, -0.152, -0.122, -0.053, -0.270, -0.048, -0.266, -0.186, -0.257, -0.094, -0.255, -0.058, -0.126, -0.155, -0.121, -0.042, -0.245, -0.042, -0.237, -0.187, 0.090, 0.103, 0.107, 0.095, 0.080, 0.105, 0.095, 0.096, 0.079, 0.097, 0.089, 0.107, 0.102, 0.105, 0.105, 0.107, 0.102, 0.084, 0.096, 0.078, 0.096, 0.088, 0.089, 0.096, 0.105, 0.108, 0.443, -1.093, -0.100]
}

# 3
{
  "formula": "HO2PS",
  "method": "wB97M-V/def2-TZVPD",
  "mol_weight_g_mol": 96.05,
  "relative_energy_kj_mol": 85.2,
  "orbital_gap_ev": 9.286,
  "spin_multiplicity": 1,
  "total_charge": 0,
  "species": ["O", "P", "O", "S", "H"],
  "coordinates": [[-2.63, -0.27, -0.49], [-1.56, 0.55, 0.10], [0.04, 0.07, 0.19], [1.63, -0.65, 0.24], [2.52, 0.29, -0.03]],
  "lowdin_charge": [-0.456, 0.827, -0.937, 0.750, -0.185]
}

# 4
{
  "formula": "C6H12N2",
  "method": "wB97M-V/def2-TZVPD",
  "mol_weight_g_mol": 112.18,
  "relative_energy_kj_mol": 179.2,
  "orbital_gap_ev": 9.462,
  "spin_multiplicity": 1,
  "total_charge": 0,
  "species": ["C", "C", "C", "N", "C", "N", "H", "H", "H", "H", "H", "H", "C", "C", "H", "H", "H", "H", "H", "H"],
  "coordinates": [[0.02, -1.42, 2.56], [-0.66, -0.39, 1.65], [-0.37, 0.95, 1.57], [-1.35, 1.51, 0.74], [-2.13, 0.39, 0.36], [-1.72, -0.77, 0.79], [-0.59, -1.90, 3.31], [0.55, -0.88, 3.49], [0.62, -2.04, 1.93], [0.50, 1.50, 2.11], [-1.70, 2.56, 0.61], [-2.96, 0.44, -0.33], [0.81, -0.22, -1.77], [1.59, 0.30, -2.94], [0.68, 0.56, -1.07], [-0.07, -0.62, -2.09], [1.44, -1.06, -1.29], [1.81, -0.64, -3.54], [2.50, 0.74, -2.73], [1.03, 1.01, -3.36]],
  "lowdin_charge": [-0.052, -0.366, -0.122, 0.013, -0.228, 0.098, 0.049, 0.112, 0.051, 0.145, 0.203, 0.102, -0.173, -0.167, 0.034, 0.033, 0.106, 0.101, 0.038, 0.023]
}

# 5
{
  "formula": "C21H60NO21S7",
  "method": "wB97M-V/def2-TZVPD",
  "mol_weight_g_mol": 887.17,
  "orbital_gap_ev": 10.035,
  "spin_multiplicity": 1,
  "total_charge": 1,
  "species": ["N", "H", "H", "H", "H", "O", "S", "O", "O", "C", "C", "C", "H", "H", "H", "H", "H", "H", "H", "H", "O", "S", "O", "O", "C", "C", "C", "H", "H", "H", "H", "H", "H", "H", "H", "O", "S", "O", "O", "C", "C", "C", "H", "H", "H", "H", "H", "H", "H", "H", "O", "S", "O", "O", "C", "C", "C", "H", "H", "H", "H", "H", "H", "H", "H", "O", "S", "O", "O", "C", "C", "C", "H", "H", "H", "H", "H", "H", "H", "H", "O", "S", "O", "O", "C", "C", "C", "H", "H", "H", "H", "H", "H", "H", "H", "O", "S", "O", "O", "C", "C", "C", "H", "H", "H", "H", "H", "H", "H", "H"],
  "coordinates": [[-6.88, 6.65, -20.24], [-7.33, 7.54, -20.09], [-5.95, 7.03, -20.31], [-7.29, 6.29, -21.08], [-6.97, 6.07, -19.41], [-4.45, 6.58, -21.43], [-4.29, 5.43, -22.23], [-2.98, 4.76, -22.26], [-5.44, 4.42, -21.61], [-5.30, 3.06, -21.92], [-6.40, 2.35, -21.17], [-4.99, 5.63, -23.90], [-4.35, 2.55, -21.79], [-5.40, 2.94, -23.00], [-7.39, 2.58, -21.58], [-6.30, 2.59, -20.11], [-6.19, 1.30, -20.96], [-6.08, 5.64, -23.82], [-4.54, 4.89, -24.56], [-4.48, 6.54, -24.23], [-8.35, 6.00, -22.27], [-9.72, 5.76, -22.64], [-10.92, 6.04, -21.86], [-9.98, 6.25, -24.23], [-9.14, 7.27, -24.77], [-9.57, 7.85, -26.14], [-9.85, 4.03, -23.00], [-8.13, 6.90, -24.92], [-9.03, 8.03, -24.00], [-8.80, 8.58, -26.41], [-10.47, 8.46, -26.20], [-9.70, 7.03, -26.84], [-9.85, 3.43, -22.09], [-8.96, 3.82, -23.59], [-10.82, 3.95, -23.47], [-8.44, 4.45, -19.49], [-9.11, 3.75, -18.40], [-8.38, 3.71, -17.15], [-10.65, 4.39, -17.99], [-11.41, 4.85, -19.06], [-12.74, 5.15, -18.47], [-9.61, 2.07, -18.98], [-11.44, 4.09, -19.84], [-10.87, 5.78, -19.23], [-12.51, 5.83, -17.65], [-13.33, 4.26, -18.22], [-13.28, 5.79, -19.16], [-8.75, 1.42, -19.19], [-10.33, 2.04, -19.80], [-10.06, 1.71, -18.06], [-5.75, 5.82, -12.27], [-6.82, 5.63, -13.33], [-8.19, 5.76, -12.96], [-6.61, 6.76, -14.57], [-7.43, 6.76, -15.74], [-7.47, 8.10, -16.46], [-6.57, 4.07, -14.18], [-8.45, 6.54, -15.43], [-7.14, 5.95, -16.41], [-8.03, 8.86, -15.91], [-7.97, 7.80, -17.38], [-6.42, 8.38, -16.57], [-6.80, 4.03, -15.24], [-7.34, 3.41, -13.79], [-5.57, 3.76, -13.87], [-3.32, 3.92, -18.74], [-4.25, 4.48, -17.80], [-4.95, 5.72, -18.12], [-5.38, 3.31, -17.41], [-4.96, 1.99, -17.46], [-5.99, 1.04, -16.83], [-3.32, 4.65, -16.20], [-4.07, 1.81, -16.86], [-4.71, 1.77, -18.50], [-5.62, 0.02, -16.74], [-6.90, 1.03, -17.43], [-6.40, 1.51, -15.94], [-4.00, 4.59, -15.35], [-2.90, 5.65, -16.35], [-2.53, 3.90, -16.24], [-8.83, 8.14, -19.40], [-9.45, 9.45, -19.45], [-9.15, 10.44, -18.44], [-9.03, 10.08, -20.96], [-9.17, 11.48, -21.30], [-8.61, 11.66, -22.66], [-11.19, 9.36, -19.82], [-8.58, 12.06, -20.60], [-10.19, 11.85, -21.37], [-7.54, 11.43, -22.58], [-8.84, 12.65, -23.05], [-9.08, 10.97, -23.36], [-11.70, 10.24, -19.43], [-11.53, 8.41, -19.42], [-11.12, 9.40, -20.90], [-5.35, 8.98, -19.90], [-4.75, 10.10, -20.67], [-5.28, 11.49, -20.45], [-3.09, 10.26, -20.41], [-2.49, 11.42, -20.92], [-1.15, 11.03, -21.55], [-4.59, 9.76, -22.48], [-2.30, 12.12, -20.10], [-3.08, 11.86, -21.72], [-1.20, 10.27, -22.34], [-0.40, 10.69, -20.83], [-0.78, 11.86, -22.15], [-4.13, 8.77, -22.45], [-4.10, 10.48, -23.13], [-5.61, 9.52, -22.78]],
  "lowdin_charge": [0.268, 0.058, 0.049, 0.034, 0.088, -0.285, 0.655, -0.254, -0.265, -0.295, -0.050, -0.082, 0.128, 0.114, 0.070, 0.059, 0.088, 0.056, 0.078, 0.068, -0.302, 0.699, -0.269, -0.243, -0.270, -0.046, -0.103, 0.102, 0.106, 0.082, 0.077, 0.083, 0.058, 0.077, 0.083, -0.306, 0.703, -0.279, -0.250, -0.347, -0.049, -0.086, 0.112, 0.103, 0.095, 0.095, 0.087, 0.062, 0.065, 0.072, -0.311, 0.699, -0.281, -0.266, -0.307, -0.041, -0.123, 0.116, 0.080, 0.092, 0.047, 0.091, 0.031, 0.077, 0.064, -0.280, 0.680, -0.286, -0.282, -0.314, -0.035, -0.055, 0.120, 0.109, 0.092, 0.054, 0.075, 0.051, 0.073, 0.071, -0.315, 0.692, -0.256, -0.302, -0.280, -0.069, -0.082, 0.126, 0.124, 0.070, 0.096, 0.076, 0.086, 0.065, 0.070, -0.293, 0.760, -0.317, -0.270, -0.297, -0.062, -0.089, 0.130, 0.101, 0.072, 0.082, 0.080, 0.038, 0.081, 0.056]
}

# 6
{
  "formula": "C4H14N2",
  "method": "wB97M-V/def2-TZVPD",
  "mol_weight_g_mol": 90.17,
  "relative_energy_kj_mol": 67.2,
  "orbital_gap_ev": 9.779,
  "spin_multiplicity": 1,
  "total_charge": 0,
  "species": ["C", "N", "C", "H", "H", "H", "H", "H", "H", "H", "C", "N", "C", "H", "H", "H", "H", "H", "H", "H"],
  "coordinates": [[2.61, 0.37, 0.01], [1.91, -0.43, -0.99], [1.50, 0.39, -2.13], [1.89, 1.09, 0.44], [3.46, 0.93, -0.40], [2.97, -0.29, 0.82], [2.54, -1.17, -1.32], [2.33, 0.95, -2.58], [1.05, -0.26, -2.90], [0.74, 1.11, -1.78], [-2.76, -0.24, 0.07], [-1.55, 0.13, 0.81], [-1.65, -0.26, 2.21], [-3.60, 0.36, 0.45], [-3.02, -1.31, 0.16], [-2.62, -0.01, -1.00], [-0.75, -0.35, 0.38], [-1.89, -1.33, 2.35], [-0.70, -0.04, 2.72], [-2.45, 0.34, 2.68]],
  "lowdin_charge": [-0.165, -0.207, -0.165, 0.076, 0.071, 0.077, 0.099, 0.071, 0.077, 0.076, -0.166, -0.202, -0.166, 0.076, 0.070, 0.074, 0.084, 0.070, 0.074, 0.076]
}

# 7
{
  "formula": "C49H33BrN10O3Rb",
  "method": "wB97M-V/def2-TZVPD",
  "mol_weight_g_mol": 975.24,
  "relative_energy_kj_mol": 40.3,
  "orbital_gap_ev": 5.864,
  "spin_multiplicity": 1,
  "total_charge": -1,
  "species": ["Rb", "C", "C", "N", "C", "C", "N", "C", "C", "C", "C", "C", "N", "C", "C", "N", "C", "C", "N", "C", "C", "C", "N", "C", "C", "H", "H", "H", "H", "H", "H", "H", "H", "H", "H", "H", "H", "Br", "C", "C", "C", "C", "O", "C", "C", "N", "C", "C", "C", "C", "C", "C", "C", "C", "N", "C", "C", "H", "H", "H", "H", "H", "H", "H", "H", "H", "H", "O", "C", "N", "C", "C", "O", "N", "C", "C", "C", "C", "C", "C", "C", "C", "C", "C", "C", "C", "H", "H", "H", "H", "H", "H", "H", "H", "H", "H", "H"],
  "coordinates": [[0.06, 0.51, -0.41], [-3.84, 2.54, 0.79], [-3.29, 1.45, 0.13], [-2.89, 0.37, 0.78], [-3.01, 0.39, 2.10], [-3.54, 1.48, 2.76], [-3.97, 2.56, 2.11], [-2.43, -0.77, 2.85], [-2.91, -1.17, 4.09], [-2.25, -2.18, 4.77], [-1.12, -2.74, 4.18], [-0.73, -2.30, 2.92], [-1.38, -1.34, 2.27], [0.48, -2.82, 2.22], [1.47, -3.55, 2.86], [2.59, -3.94, 2.23], [2.69, -3.58, 0.96], [1.69, -2.88, 0.30], [0.59, -2.51, 0.93], [-2.72, -2.65, 6.11], [-2.41, -3.91, 6.59], [-2.86, -4.30, 7.84], [-3.59, -3.53, 8.64], [-3.89, -2.32, 8.17], [-3.49, -1.84, 6.94], [-4.15, 3.43, 0.25], [-3.15, 1.47, -0.95], [-3.59, 1.52, 3.85], [-3.82, -0.72, 4.49], [-0.55, -3.49, 4.69], [1.40, -3.83, 3.90], [3.61, -3.86, 0.44], [1.76, -2.59, -0.75], [-1.84, -4.62, 6.00], [-2.62, -5.29, 8.22], [-4.49, -1.69, 8.83], [-3.75, -0.83, 6.65], [4.34, -0.45, -6.93], [3.25, -0.67, -5.38], [2.03, -1.36, -5.48], [1.24, -1.51, -4.38], [1.60, -1.00, -3.08], [0.81, -1.11, -2.10], [2.88, -0.35, -3.01], [3.45, 0.19, -1.79], [3.11, -0.09, -0.59], [3.86, 0.45, 0.46], [5.22, 0.65, 0.40], [5.94, 1.23, 1.46], [5.30, 1.59, 2.61], [3.92, 1.35, 2.75], [3.21, 1.66, 3.94], [1.89, 1.37, 4.03], [1.26, 0.74, 2.93], [1.87, 0.43, 1.82], [3.19, 0.75, 1.70], [3.65, -0.17, -4.17], [1.72, -1.76, -6.44], [0.28, -2.02, -4.44], [4.28, 0.89, -1.96], [5.76, 0.35, -0.50], [7.01, 1.38, 1.36], [5.84, 2.05, 3.43], [3.73, 2.15, 4.75], [1.30, 1.63, 4.90], [0.21, 0.48, 2.99], [4.59, 0.36, -4.10], [-1.15, 3.05, -1.53], [-0.63, 3.57, -0.55], [-0.26, 4.91, -0.51], [0.08, 5.29, 0.84], [0.09, 3.88, 1.51], [0.39, 3.73, 2.69], [-0.32, 2.94, 0.63], [-1.03, 6.16, 1.43], [-1.03, 7.54, 1.20], [-2.08, 8.33, 1.63], [-3.16, 7.76, 2.28], [-3.17, 6.39, 2.52], [-2.11, 5.60, 2.10], [1.45, 5.92, 0.98], [2.32, 6.00, -0.10], [3.60, 6.54, 0.05], [4.02, 6.99, 1.29], [3.15, 6.90, 2.38], [1.88, 6.38, 2.22], [-0.71, 5.55, -1.15], [-0.18, 7.99, 0.70], [-2.06, 9.40, 1.44], [-3.99, 8.37, 2.62], [-4.01, 5.92, 3.03], [-2.13, 4.53, 2.29], [2.00, 5.63, -1.07], [4.27, 6.59, -0.80], [5.01, 7.40, 1.42], [3.48, 7.24, 3.36], [1.22, 6.29, 3.07]],
  "lowdin_charge": [0.984, -0.112, -0.121, 0.120, -0.206, -0.072, 0.089, -0.198, 0.040, -0.138, 0.046, -0.188, 0.180, -0.208, -0.087, 0.076, -0.107, -0.093, 0.147, -0.158, -0.017, -0.144, 0.053, -0.144, -0.016, 0.114, 0.108, 0.112, 0.111, 0.101, 0.102, 0.105, 0.088, 0.108, 0.103, 0.104, 0.107, 0.645, -0.714, -0.148, -0.018, -0.422, -0.312, -0.133, -0.105, 0.086, -0.201, -0.032, -0.088, -0.053, -0.153, -0.016, -0.051, -0.147, 0.062, -0.150, -0.117, 0.091, 0.107, 0.119, 0.104, 0.098, 0.105, 0.113, 0.106, 0.096, 0.100, -0.044, -0.623, 0.141, -0.284, -0.468, 0.049, 0.037, -0.134, -0.032, -0.091, -0.104, -0.077, -0.014, -0.154, -0.023, -0.089, -0.107, -0.083, -0.028, 0.149, 0.118, 0.096, 0.094, 0.099, 0.097, 0.109, 0.096, 0.093, 0.097, 0.121]
}

Results for LUMO: 3.2 2.9 -0.5 0.8 -2.2 1.1 1.3 (in eV, following the order of the records).